Below is an isolated molecule of C3H7FS2 at a distorted geometry, with properties calculated with ωB97M-V with the def2-TZVPD basis set.

ORCA input file:
```
! wB97M-V def2-TZVPD RIJCOSX def2/J DEFGRID3
* xyz 0 1
F -0.332 -1.636 0.537
C 0.158 -0.727 -0.379
C -1.043 0.121 -0.860
S -1.919 1.041 0.372
C 1.383 -0.056 0.182
S 1.344 0.538 1.914
H 0.539 -1.201 -1.294
H -0.584 0.807 -1.588
H -1.749 -0.492 -1.464
H -2.057 0.027 1.212
H 2.266 -0.693 0.113
H 1.575 0.806 -0.460
H 0.423 1.465 1.716
*
```

Properties
Relative energy (zero: lowest compared OMol25 entry of this formula, charge and spin) = 5.98 kcal per mole
Orbital gap = 9.70 eV
SMILES = FC(CS)CS
E_LUMO = 0.028 Eh
Energy = -27612.1421 eV